Entry 1:
# C16H31NNiP2S

A molecular structure, C16H31NNiP2S (ωB97M-V with the def2-TZVPD basis set, OMol25).

Computed properties:
Total energy in a.u.: -3272.09171
Strongest force on any atom in hartree/bohr: 0.0688
Multiplicity: 3
Energy relative to the best compared isomer or geometry (same formula, charge and spin) in kcal/mol: 0.00
Orbital gap (spin up / spin down) in eV: 6.26 / 6.72

```
52
C16H31NNiP2S, DFT ωB97M-V with the def2-TZVPD basis set
P 0.173 -1.423 2.052
P -0.080 1.505 2.186
C -0.171 -0.598 0.404
C 0.358 0.824 0.480
H -1.262 -0.616 0.243
H 0.282 -1.169 -0.427
H 1.456 0.850 0.387
H -0.051 1.464 -0.323
C -1.694 2.265 1.769
H -1.960 2.927 2.599
H -2.470 1.502 1.665
H -1.647 2.858 0.842
C 0.973 2.988 2.186
H 0.894 3.557 1.247
H 2.015 2.697 2.345
H 0.650 3.621 3.017
C -0.881 -2.897 1.868
H -0.626 -3.603 2.662
H -0.745 -3.391 0.895
H -1.930 -2.609 1.971
C 1.821 -2.138 1.692
H 2.588 -1.360 1.705
H 1.841 -2.650 0.719
H 2.054 -2.864 2.477
Ni 0.031 -0.053 3.726
C 0.555 1.744 -3.581
C -0.753 1.809 -3.313
C -1.853 0.998 -3.945
C -1.428 -0.315 -4.631
C -0.741 -1.289 -3.712
C 0.554 -1.374 -3.399
C 1.677 -0.522 -3.930
C 1.277 0.835 -4.538
C 0.135 -1.839 4.904
H 1.234 2.454 -3.088
H -1.118 2.584 -2.624
H -2.387 1.615 -4.686
H -2.592 0.756 -3.165
H -2.359 -0.808 -4.944
H -0.867 -0.106 -5.546
H -1.439 -2.031 -3.296
H 0.893 -2.198 -2.754
H 2.240 -1.088 -4.691
H 2.386 -0.336 -3.107
H 2.218 1.348 -4.781
H 0.751 0.691 -5.487
H 0.819 -1.702 5.724
H 0.263 -2.756 4.264
H -0.868 -1.802 5.303
S -0.049 0.326 8.336
C -0.081 0.570 6.750
N -0.088 0.752 5.552
```

---

Entry 2:
# C17H21FN3O6PS

A molecular structure, C17H21FN3O6PS (ωB97M-V with the def2-TZVPD basis set, OMol25).

Computed properties:
Total energy in a.u.: -2115.44547
Strongest force on any atom in hartree/bohr: 0.0348
Orbital gap in eV: 8.40

```
50
C17H21FN3O6PS, DFT ωB97M-V with the def2-TZVPD basis set
C 3.719 1.427 1.044
C 2.928 2.342 0.106
P 1.140 2.109 0.405
C 0.745 0.628 -0.583
C 0.435 3.592 -0.473
O 0.985 3.792 -1.819
S 0.048 3.075 -2.899
O -0.545 4.063 -3.732
O 0.723 1.966 -3.466
O -1.088 2.560 -1.857
C -1.024 3.543 -0.812
C -2.021 3.505 0.297
O -1.770 3.997 1.363
N -3.303 2.933 -0.050
C -3.446 1.615 0.450
O -3.666 0.651 -0.192
F -3.257 1.541 1.766
H 3.574 0.390 0.752
H 4.776 1.672 1.018
H 3.352 1.520 2.063
H 3.173 3.385 0.295
H 3.155 2.103 -0.932
H 1.228 -0.206 -0.072
H -0.318 0.417 -0.613
H 1.173 0.672 -1.582
H 0.605 4.407 0.226
H -1.245 4.486 -1.338
H -4.008 3.536 0.370
N 1.688 -2.184 1.842
C 0.394 -2.471 1.703
C -0.322 -3.254 2.594
C 0.344 -3.772 3.693
C 1.690 -3.484 3.854
C 2.312 -2.687 2.905
H -0.092 -2.056 0.828
H -1.371 -3.449 2.422
H -0.178 -4.389 4.413
H 2.248 -3.867 4.697
H 3.364 -2.437 2.997
N -1.095 -2.902 -0.417
C -1.871 -1.948 -0.931
C -2.224 -1.883 -2.270
C -1.744 -2.863 -3.124
C -0.936 -3.862 -2.606
C -0.643 -3.836 -1.251
H -2.223 -1.201 -0.233
H -2.858 -1.083 -2.628
H -1.995 -2.847 -4.177
H -0.539 -4.645 -3.237
H -0.015 -4.601 -0.806
```

---

Entry 3:
# C5H12O2

2 unconnected molecules or ions with the total composition C5H12O2 (ωB97M-V with the def2-TZVPD basis set, OMol25).

Computed properties:
Total energy in a.u.: -348.06075
Strongest force on any atom in hartree/bohr: 0.0095
Energy relative to the best compared isomer or geometry (same formula, charge and spin) in kcal/mol: 90.40
Orbital gap in eV: 8.98

```
19
C5H12O2, DFT ωB97M-V with the def2-TZVPD basis set
C -1.308 -0.518 1.414
O -0.111 -0.320 0.682
C -0.223 0.564 -0.445
C -0.709 1.950 -0.039
C 1.160 0.619 -1.073
C 1.838 -2.915 -0.400
O 0.550 -2.700 -0.453
H -1.593 0.384 1.966
H -1.111 -1.319 2.130
H -2.137 -0.816 0.755
H -0.943 0.120 -1.153
H -0.045 2.376 0.722
H -1.731 1.937 0.350
H -0.698 2.606 -0.915
H 1.885 0.984 -0.338
H 1.160 1.297 -1.932
H 1.482 -0.367 -1.419
H 2.265 -2.026 0.161
H 0.270 -1.856 -0.012
```

---

Entry 4:
# C4H10O2

C4H10O2 in the gas phase (ωB97M-V with the def2-TZVPD basis set, OMol25).

Computed properties:
Total energy in a.u.: -308.81411
Strongest force on any atom in hartree/bohr: 0.0775
Energy relative to the best compared isomer or geometry (same formula, charge and spin) in kcal/mol: 52.74
Orbital gap in eV: 10.81

```
16
C4H10O2, DFT ωB97M-V with the def2-TZVPD basis set
C 0.551 -1.350 0.639
C -0.226 -0.001 0.267
C -1.282 -0.203 -0.784
C 0.683 1.191 -0.035
H 1.229 -1.629 -0.172
H -0.220 -2.200 0.832
H 1.038 -1.227 1.603
H -1.741 -1.386 -0.865
H -2.090 0.709 -0.712
H -0.535 0.001 -1.781
H -0.264 0.572 2.097
H 0.093 2.053 -0.394
H 1.186 1.347 0.919
H 0.962 0.849 -1.920
O -0.934 0.393 1.459
O 1.549 0.881 -1.153
```

---

Entry 5:
# C21H39CeNOP2

A molecular structure, C21H39CeNOP2 (ωB97M-V with the def2-TZVPD basis set, OMol25).

Computed properties:
Total energy in a.u.: -2110.95024
Strongest force on any atom in hartree/bohr: 0.0650
Orbital gap in eV: 6.38

```
65
C21H39CeNOP2, DFT ωB97M-V with the def2-TZVPD basis set
Ce 0.606 0.919 0.108
P -0.153 3.084 -1.163
P 1.059 -1.580 1.229
N 1.854 1.768 1.332
H -1.120 0.683 1.046
C -1.542 3.986 -0.549
H -1.582 4.881 -1.164
H -1.386 4.237 0.504
H -2.456 3.397 -0.639
C -0.327 2.764 -2.905
H -0.564 3.738 -3.327
H -1.123 2.045 -3.116
H 0.608 2.377 -3.320
C 1.307 4.115 -0.959
H 1.079 5.011 -1.538
H 2.214 3.631 -1.344
H 1.479 4.372 0.092
C -0.081 -2.021 2.540
H 0.278 -2.971 2.939
H -1.104 -2.115 2.166
H -0.077 -1.261 3.330
C 1.106 -2.898 0.036
H 1.273 -3.812 0.588
H 1.837 -2.688 -0.742
H 0.159 -2.989 -0.494
C 2.702 -1.449 1.933
H 2.896 -2.435 2.365
H 2.753 -0.674 2.707
H 3.438 -1.221 1.153
C 2.857 2.398 1.914
C 3.563 3.739 3.688
C 2.517 3.113 3.075
C 4.131 2.278 1.322
C 5.134 2.928 1.991
C 4.852 3.648 3.155
H 3.340 4.291 4.580
H 1.467 3.101 3.390
H 4.238 1.688 0.401
H 6.126 2.858 1.583
H 5.660 4.156 3.666
C -1.885 -0.628 -1.648
O -0.511 -0.057 -1.637
C -2.891 0.446 -1.239
H -3.913 0.047 -1.246
H -2.901 1.366 -1.852
H -2.673 0.769 -0.206
C -2.229 -1.513 -2.821
H -2.960 -2.178 -2.401
H -1.290 -2.059 -3.046
H -2.766 -1.093 -3.667
C -3.681 -2.830 -0.366
C -2.250 -3.211 -0.874
C -1.766 -4.203 0.103
C -1.966 -4.148 -2.284
C -1.707 -1.777 -0.666
C -0.648 -1.064 -0.284
H -4.248 -3.745 -0.352
H -4.334 -2.055 -0.819
H -3.554 -2.476 0.676
H -2.556 -4.940 0.020
H -0.821 -4.634 -0.185
H -1.759 -3.685 1.037
H -2.248 -3.889 -3.336
H -0.905 -4.475 -2.372
H -2.552 -5.059 -2.107
```

---

Entry 6:
# C17H16N2O5

C17H16N2O5 in the gas phase (ωB97M-V with the def2-TZVPD basis set, OMol25).

Computed properties:
Total energy in a.u.: -1143.10452
Strongest force on any atom in hartree/bohr: 0.0171
Energy relative to the best compared isomer or geometry (same formula, charge and spin) in kcal/mol: 33.76
Orbital gap in eV: 9.02

```
40
C17H16N2O5, DFT ωB97M-V with the def2-TZVPD basis set
C -1.028 -2.539 1.542
C -2.037 -1.849 0.676
C -3.020 -2.570 0.019
C -4.001 -1.940 -0.729
C -4.008 -0.562 -0.816
C -3.030 0.181 -0.178
C -2.037 -0.453 0.554
O -1.001 0.213 1.174
C -1.171 1.570 1.488
C -1.183 2.543 0.315
O -1.911 3.505 0.261
N -0.313 2.290 -0.705
N 0.729 1.387 -0.706
C 1.902 1.606 0.008
O 2.080 2.528 0.751
C 2.851 0.486 -0.346
H 3.792 0.884 -0.724
C 2.069 -0.429 -1.293
C 0.718 0.225 -1.476
O -0.196 -0.130 -2.160
H 2.528 -0.631 -2.259
C 1.968 -1.728 -0.420
C 3.376 -2.291 -0.426
C 4.067 -1.502 0.385
H 5.107 -1.509 0.641
C 3.069 -0.471 0.875
H 3.256 0.025 1.823
O 1.860 -1.197 0.883
H 3.693 -3.124 -1.019
H 1.140 -2.385 -0.666
H -0.332 2.957 -1.471
H -2.096 1.737 2.056
H -0.316 1.830 2.124
H -3.054 1.256 -0.260
H -4.772 -0.054 -1.385
H -4.756 -2.524 -1.233
H -3.021 -3.647 0.105
H -0.866 -3.561 1.206
H -0.087 -2.000 1.548
H -1.396 -2.576 2.569
```

---

Entry 7:
# C37H32LuNP2Se

A molecular structure, C37H32LuNP2Se (ωB97M-V with the def2-TZVPD basis set, OMol25).

Computed properties:
Total energy in a.u.: -5802.94876
Strongest force on any atom in hartree/bohr: 0.0676
Net charge: +2
Energy relative to the best compared isomer or geometry (same formula, charge and spin) in kcal/mol: 37.92
Orbital gap (spin up / spin down) in eV: 5.14 / 5.14

```
74
C37H32LuNP2Se, DFT ωB97M-V with the def2-TZVPD basis set
C -1.210 1.704 -1.182
C -0.872 2.036 0.153
C 0.125 3.023 0.367
C 0.763 3.638 -0.712
C 0.418 3.306 -2.031
C -0.599 2.369 -2.254
P -1.555 1.044 1.570
C -1.688 2.326 2.877
C -0.744 2.227 3.916
C -0.637 3.236 4.869
C -1.493 4.340 4.808
C -2.480 4.410 3.817
C -2.597 3.398 2.859
Lu 1.171 1.144 -1.062
P 1.836 -1.922 -0.764
C 2.975 -0.606 -1.147
C 2.948 0.051 -2.414
C 3.243 1.422 -2.465
C 3.684 2.091 -1.315
C 3.929 1.389 -0.125
C 3.561 0.050 -0.029
C 2.506 -3.273 0.170
C 1.642 -4.146 0.864
C 2.161 -5.244 1.555
C 3.535 -5.505 1.531
C 4.388 -4.673 0.801
C 3.888 -3.573 0.107
C 0.673 -2.419 -2.018
C -0.726 -2.299 -1.856
C -1.570 -2.563 -2.935
C -1.044 -3.013 -4.148
C 0.334 -3.212 -4.283
C 1.195 -2.910 -3.236
C -3.316 0.786 1.110
C -4.092 1.646 0.313
C -5.408 1.298 -0.014
C -5.961 0.098 0.439
C -5.197 -0.757 1.243
C -3.888 -0.414 1.580
H 0.566 -3.947 0.887
H 1.488 -5.898 2.111
H 3.939 -6.370 2.063
H 5.458 -4.877 0.764
H 4.544 -2.933 -0.490
H 2.649 -0.495 -3.312
H 3.108 1.971 -3.398
H 3.884 3.166 -1.350
H 4.376 1.896 0.737
H 3.716 -0.495 0.909
H -1.150 -1.958 -0.907
H -2.642 -2.398 -2.833
H -1.703 -3.200 -4.999
H 0.749 -3.587 -5.217
H 2.276 -3.040 -3.336
H -3.682 2.583 -0.064
H -6.003 1.971 -0.634
H -6.985 -0.175 0.168
H -5.623 -1.692 1.604
H -3.279 -1.077 2.200
H -0.098 1.344 3.952
H 0.128 3.168 5.642
H -1.386 5.145 5.533
H -3.157 5.263 3.785
H -3.369 3.459 2.090
H 0.358 3.343 1.384
H 1.543 4.382 -0.524
H 0.943 3.749 -2.879
H -0.845 2.075 -3.273
H -1.961 0.937 -1.390
H 0.658 0.523 -2.828
H 0.351 -0.094 -2.317
Se 0.060 -1.309 3.157
C 0.428 -1.089 1.488
N 0.761 -0.841 0.319
```

---

Entry 8:
# C30H26MgN6S5

A molecular structure, C30H26MgN6S5 (ωB97M-V with the def2-TZVPD basis set, OMol25).

Computed properties:
Total energy in a.u.: -3678.49611
Strongest force on any atom in hartree/bohr: 0.0112
Energy relative to the best compared isomer or geometry (same formula, charge and spin) in kcal/mol: 12.82
Orbital gap in eV: 5.31

```
68
C30H26MgN6S5, DFT ωB97M-V with the def2-TZVPD basis set
Mg -0.172 -0.008 0.072
C 1.857 0.797 -2.051
C 0.987 1.985 -1.626
N 0.748 1.996 -0.160
C 1.764 2.685 0.645
C 3.154 2.054 0.648
S 3.236 0.337 1.247
C 3.757 -0.628 -0.205
C 2.651 -1.290 -1.033
N 1.496 -0.426 -1.302
H 1.735 0.629 -3.124
H 2.905 1.027 -1.882
H 1.439 2.921 -1.966
H 0.013 1.901 -2.106
H -0.121 2.501 -0.005
H 1.879 3.719 0.300
H 1.396 2.719 1.673
H 3.624 2.103 -0.332
H 3.774 2.638 1.327
H 4.385 0.021 -0.813
H 4.411 -1.405 0.189
H 3.103 -1.626 -1.973
H 2.282 -2.180 -0.522
H 0.911 -0.984 -1.952
S 2.526 -2.666 6.184
C 3.966 -3.530 5.876
C 4.267 -3.554 4.551
C 3.310 -2.853 3.770
C 2.297 -2.314 4.511
C 1.166 -1.506 4.036
C 0.909 -1.412 2.660
N -0.018 -0.643 2.128
C -0.822 0.073 2.954
C -0.713 -0.019 4.346
C -1.658 0.673 5.179
C -2.662 1.387 4.633
C -2.793 1.504 3.205
C -3.853 2.190 2.591
C -3.945 2.258 1.220
C -2.893 1.672 0.472
N -1.885 1.031 1.026
C -1.852 0.899 2.376
C -5.058 2.904 0.520
C -5.354 2.847 -0.813
C -6.523 3.577 -1.152
C -7.095 4.174 -0.072
S -6.226 3.859 1.364
C 0.323 -0.805 4.870
H 4.508 -3.977 6.693
H 5.136 -4.049 4.143
H 3.387 -2.741 2.696
H 1.478 -2.018 1.966
H -1.556 0.583 6.254
H -3.395 1.884 5.258
H -4.610 2.653 3.216
H -2.870 1.756 -0.610
H -4.745 2.319 -1.535
H -6.916 3.653 -2.155
H -7.981 4.789 -0.037
H 0.444 -0.858 5.947
S 0.099 -1.918 -3.658
C -0.986 -0.718 -3.152
S -1.789 -0.819 -1.578
C -1.217 0.442 -3.904
C -1.972 1.522 -3.369
N -2.539 2.410 -2.891
C -0.595 0.662 -5.173
N -0.074 0.859 -6.182
```

---

> Which value of strongest force on any atom does entry 4 give?

0.0775 hartree/bohr

---

> The highest total energy belongs to which entry?

C4H10O2

---

> Which value of strongest force on any atom does entry 4 give?

0.0775 hartree/bohr